(1)
Here is a structure of composition C27H36O27 from the OMol25 dataset. Energies are from ωB97M-V/def2-TZVPD.

The geometry in XYZ format:
```
90
Properties=species:S:1:pos:R:3:forces:R:3:lowdin_charge:R:1
C 3.5021 -3.2175 -0.1995 -2.9 -1.2 1.0 -0.1277
C 2.1148 -2.8846 0.3789 -0.3 -1.8 2.8 -0.0213
O 2.4435 -2.1544 1.6238 -4.8 -1.8 0.3 0.1106
C 3.5600 -1.6163 1.4941 4.6 0.9 0.5 -0.6180
O 4.0902 -0.7602 2.1648 -0.8 -1.0 -1.1 0.1658
O 4.2046 -2.3344 0.5209 4.7 3.3 0.1 0.0683
H 3.5174 -3.0445 -1.2756 0.8 -0.5 0.8 0.1185
H 3.7633 -4.2097 0.1684 0.3 -0.4 -0.8 0.1421
H 1.5391 -3.7626 0.6720 0.1 -0.1 0.1 0.1354
H 1.4739 -2.2461 -0.2290 1.6 -2.0 2.4 -0.0217
C 1.7821 -3.4879 -3.9231 0.7 0.0 -4.2 -0.0808
C 2.9497 -2.5120 -3.9791 2.2 -3.8 0.0 -0.0677
O 2.7871 -2.0703 -2.6750 4.4 3.6 0.8 0.0651
C 1.5888 -2.1469 -2.3093 -3.1 2.1 1.8 -0.5994
O 1.1343 -1.6639 -1.2786 -0.7 -7.5 -14.5 -0.0293
O 0.9069 -2.6710 -3.2355 -4.4 -1.6 -1.1 0.1672
H 1.8780 -4.4658 -3.4512 0.4 0.2 0.0 0.1569
H 1.4686 -3.5554 -4.9648 -0.6 -0.7 0.2 0.1486
H 3.0758 -1.8750 -4.8545 -0.9 0.9 0.6 0.1559
H 3.9152 -3.0083 -3.8813 0.1 -0.4 -0.6 0.1489
C -1.6877 1.2739 -1.9001 -1.5 0.9 -2.5 -0.0776
C -2.2176 0.1563 -2.8280 1.3 0.9 0.6 -0.0794
O -3.5861 0.2964 -2.6756 -2.4 -0.1 -0.1 0.0874
C -3.9145 1.4682 -2.1096 -0.7 1.5 0.8 -0.4873
O -4.9938 2.0089 -2.0271 0.7 -2.0 -0.5 0.1460
O -2.8182 2.0882 -1.5816 -2.4 -5.8 -2.2 -0.0948
H -1.1783 2.0505 -2.4706 0.9 -1.2 -0.3 0.1425
H -1.0722 0.9708 -1.0531 -5.6 -0.4 -2.2 0.0577
H -1.8700 -0.8362 -2.5410 -0.3 -0.1 0.1 0.1288
H -1.9660 0.3534 -3.8701 0.1 -0.1 -0.1 0.1343
C 0.8938 -0.3692 -0.1319 1.3 5.2 8.3 -0.1845
C 1.0639 0.3724 1.2434 -0.3 -1.0 -1.9 -0.0278
O 0.7370 1.6920 0.9047 0.4 -1.7 -2.0 0.0508
C 0.1363 1.7502 -0.3096 1.8 2.9 3.1 -0.4938
O -0.3852 2.7472 -0.7297 4.2 -1.1 1.6 0.1192
O 0.1887 0.5786 -0.9005 1.8 -3.2 1.8 -0.0219
H 0.3725 -1.3089 0.0503 -1.1 2.3 1.4 0.1223
H 1.8709 -0.5995 -0.5567 0.4 2.8 1.9 0.1372
H 2.0508 0.3432 1.7052 -0.2 0.1 -0.2 0.1390
H 0.3398 -0.1880 1.8348 0.4 3.0 -1.0 0.0424
C -1.1935 -2.8454 1.2880 -1.6 -0.9 0.0 -0.1198
C -2.3356 -2.8815 2.2679 -1.3 -1.2 0.7 -0.1387
O -3.4603 -2.3614 1.5922 -1.4 1.2 -0.2 0.0762
C -3.2946 -2.3898 0.2318 4.0 -1.0 4.7 -0.5275
O -4.0338 -2.0984 -0.5991 -1.7 0.5 -2.1 0.2295
O -1.9788 -2.8140 0.1097 0.7 0.2 -3.3 0.0333
H -0.6563 -3.7925 1.3380 0.1 0.0 -0.3 0.1320
H -0.4782 -2.0306 1.4001 -0.8 -0.2 -0.3 0.0901
H -2.0195 -2.6482 3.2846 -2.7 2.4 -1.6 0.0863
H -2.6537 -3.8802 2.5671 0.3 -1.0 -0.8 0.1389
C 1.6670 0.9750 -2.5474 0.8 -0.3 2.2 -0.1836
C 2.9878 1.2239 -3.1074 -0.6 -0.8 0.4 -0.0827
O 2.6140 2.1139 -4.1655 1.4 0.2 -1.4 0.0987
C 1.4296 2.7060 -3.8755 -2.2 1.9 -1.8 -0.4684
O 0.7719 3.5153 -4.5534 2.9 -2.8 2.3 0.1383
O 1.0067 2.1881 -2.7109 -0.9 0.5 -0.6 0.0749
H 1.7494 0.7316 -1.4881 1.4 0.7 -1.4 0.1211
H 1.1215 0.1101 -2.9250 -0.2 0.4 -0.9 0.1528
H 3.2327 0.1694 -3.2349 1.3 0.4 -1.8 0.1198
H 3.6771 1.6004 -2.3517 0.1 0.8 -0.5 0.1546
C 0.5334 -2.9864 5.7131 1.9 -0.1 1.9 -0.1016
C -0.5055 -3.6988 4.9477 0.1 -2.8 0.2 -0.1177
O -0.7069 -2.8981 3.8525 2.0 1.1 0.5 -0.0274
C 0.1602 -1.8964 3.8225 1.6 3.4 -1.3 -0.3969
O 0.2597 -1.0878 2.8779 -0.9 -4.9 6.5 0.0697
O 0.9167 -1.8581 4.9485 -1.4 0.2 -1.9 0.1331
H 1.4662 -3.5411 5.8152 -0.3 -0.3 0.5 0.1462
H 0.1467 -2.6676 6.6810 0.3 0.1 0.0 0.1455
H -1.3678 -3.9436 5.5679 -0.5 0.6 -0.4 0.1525
H -0.2256 -4.6202 4.4370 0.5 -0.5 0.9 0.1510
C -1.2486 3.5633 2.8243 1.8 -0.3 -1.2 -0.0218
C 0.1133 3.7400 2.0177 -2.0 2.3 0.0 -0.1153
O 1.1168 3.5411 3.0180 -1.0 -1.9 0.3 0.0582
C 0.5144 2.6322 3.9121 3.4 3.6 3.8 -0.5774
O 1.0145 2.3432 4.9914 0.6 -1.0 -2.3 0.1078
O -0.7534 2.6124 3.8039 -4.1 -0.9 -1.5 0.0693
H -2.0416 3.2113 2.1645 0.1 -0.7 0.2 0.1142
H -1.6986 4.3951 3.3663 0.7 0.3 0.0 0.1312
H 0.1249 4.7216 1.5440 0.5 0.3 0.6 0.1351
H 0.2768 3.0186 1.2171 -1.1 2.4 2.0 0.0432
C -3.3519 4.3114 -1.8578 0.0 -2.2 -2.1 -0.1533
C -2.5993 3.8745 -0.6820 -0.8 0.7 2.2 -0.1901
O -2.3631 5.1041 -0.0323 0.6 1.3 1.8 0.0961
C -2.9965 6.1068 -0.6626 0.7 3.6 2.5 -0.5522
O -3.0860 7.2854 -0.2760 0.4 -3.4 -0.9 0.0904
O -3.4897 5.6531 -1.7645 -1.4 2.4 -2.0 0.1365
H -4.3300 3.8323 -1.9007 0.3 0.5 -0.4 0.1267
H -2.6793 3.9838 -2.6505 -0.7 0.7 -1.2 0.1563
H -1.6994 3.2869 -0.8639 -1.7 2.7 0.7 0.0560
H -3.3135 3.2279 -0.1721 0.4 0.7 1.6 0.1507
```
Forces are in eV/Å.

Computed properties:
Lowest unoccupied orbital energy   -0.0263 hartree
Kohn-Sham gap   0.3093 hartree
Highest occupied orbital energy   -0.3356 Eh
Electronic energy   -3081.1241 Eh
Energy above the lowest of the compared OMol25 structures with the same formula, charge and spin   2385.9 kJ/mol
2S+1   1

=====

(2)
Here is a structure of composition C5H8N2 from the OMol25 dataset. Energies are from ωB97M-V/def2-TZVPD.

The geometry in XYZ format:
```
15
Properties=species:S:1:pos:R:3:forces:R:3:nbo_charge:R:1
C 2.6586 -0.3445 -0.5293 0.0 0.0 0.0 -0.8515
C -0.2096 0.1009 1.7869 0.2 -0.1 0.0 0.3085
C -0.4140 -0.7264 0.6840 -0.2 0.0 0.1 -0.4737
C -1.3259 0.1236 0.0235 0.0 -0.1 0.0 0.1884
N -2.2766 -0.2191 -0.8913 -0.1 -0.1 0.1 -0.7640
C -1.1917 1.4499 0.6035 0.0 0.2 -0.1 -0.0443
N -0.2662 1.4190 1.5493 -0.2 -0.1 0.0 -0.4363
H 2.7136 -1.0902 0.2678 0.0 0.1 -0.1 0.2119
H 2.0517 -0.7371 -1.3492 0.1 0.1 0.1 0.2089
H 3.6654 -0.1196 -0.8905 -0.1 0.0 0.0 0.2098
H -0.4037 -1.8060 0.6370 0.0 0.2 0.0 0.2343
H -3.1906 0.2017 -0.8214 0.1 0.0 0.0 0.3940
H -2.2740 -1.1643 -1.2428 0.0 0.1 0.1 0.3935
H -1.7287 2.3488 0.3126 0.1 -0.1 0.0 0.2014
H 2.1916 0.5636 -0.1400 0.1 -0.1 -0.1 0.2192
```
Forces are in eV/Å.

Computed properties:
Lowest unoccupied orbital energy (spin up / spin down)   -0.0171 / -0.0269 hartree
Kohn-Sham gap (spin up / spin down)   0.2839 / 0.2842 hartree
Highest occupied orbital energy (spin up / spin down)   -0.3010 / -0.3111 Eh
Electronic energy   -304.6797 Eh
Energy above the lowest of the compared OMol25 structures with the same formula, charge and spin   408.9 kJ/mol
2S+1   1

=====

(3)
Here is the molecule C4H5N3O from the OMol25 dataset. Energies are from ωB97M-V/def2-TZVPD.

The geometry in XYZ format:
```
13
Properties=species:S:1:pos:R:3:forces:R:3:nbo_charge:R:1
N -0.2119 -2.6274 -0.0230 -1.8 -0.7 0.1 -0.6559
N -0.0475 -1.2465 0.0091 -0.3 0.4 -1.3 -0.2596
C 0.0644 -0.5905 -1.2698 0.3 1.0 2.8 0.0325
C 0.1924 0.7687 -1.2102 0.0 -2.0 -0.8 -0.3347
C 0.1657 1.5107 0.0554 -0.5 0.2 -0.1 0.5897
O 0.2762 2.7198 0.0633 0.2 -0.3 0.3 -0.5614
N -0.1198 0.7759 1.2374 0.0 -0.6 -0.2 -0.4955
C -0.2231 -0.5102 1.1612 -0.1 0.5 -0.5 0.2891
H 0.5222 -3.1363 0.4322 0.3 0.1 0.3 0.3686
H -1.1578 -2.9472 0.3128 1.5 0.7 -0.4 0.3657
H 0.0929 -1.2510 -2.1328 0.0 0.2 0.3 0.2357
H 0.3476 1.2863 -2.1437 -0.1 0.3 0.1 0.2360
H -0.5564 -1.0960 2.0401 0.5 0.3 -0.5 0.1900
```
Forces are in eV/Å.

Computed properties:
Lowest unoccupied orbital energy   0.0171 hartree
Kohn-Sham gap   0.3545 hartree
Highest occupied orbital energy   -0.3373 Eh
Electronic energy   -394.8886 Eh
Structure (SMILES)   Nn1ccc(=O)nc1
Energy above the lowest of the compared OMol25 structures with the same formula, charge and spin   207.2 kJ/mol
2S+1   1

=====

(4)
Here is a cluster of 2 separate species, C5H11O2 in total from the OMol25 dataset. Energies are from ωB97M-V/def2-TZVPD.

The geometry in XYZ format:
```
18
Properties=species:S:1:pos:R:3:forces:R:3:nbo_charge:R:1
C 1.2703 -1.3017 -0.1277 0.6 0.5 0.7 -0.5342
C 1.2191 -2.6371 -0.8448 -0.5 0.3 -0.2 -0.6189
C 1.9044 -1.2823 1.3368 -0.9 -0.2 -1.0 0.7763
O 1.8705 -2.3733 1.9414 0.3 0.1 0.3 -0.7920
O 2.2444 -0.1391 1.6997 0.3 -0.1 0.4 -0.7939
H 1.8219 -0.5357 -0.6759 -0.1 0.0 -0.2 0.1918
H 0.2673 -0.8979 0.0582 0.0 -0.1 -0.2 0.1867
H 1.0400 -3.4062 -0.0924 0.2 -0.2 -0.2 0.2313
H 2.1109 -2.8268 -1.4465 0.2 -0.2 0.4 0.1832
H 0.3998 -2.6342 -1.5718 -0.1 -0.2 0.0 0.1709
C -2.3120 1.8676 0.3560 0.5 1.0 0.2 -0.6122
C -1.2125 2.6317 -0.4430 -0.9 -0.7 0.0 -0.6143
H -1.8196 1.2203 1.0702 -0.2 -0.4 0.1 0.2232
H -2.8923 2.5850 0.9399 -0.1 -0.1 0.0 0.1885
H -3.0059 1.3176 -0.2716 0.1 -0.2 -0.1 0.1959
H -1.4077 2.5018 -1.5071 0.3 0.0 -0.1 0.1931
H -0.2466 2.2127 -0.1819 0.2 0.2 -0.2 0.2334
H -1.2520 3.6975 -0.2396 0.2 0.1 0.1 0.1912
```
Forces are in eV/Å.

Computed properties:
Lowest unoccupied orbital energy   0.1322 hartree
Kohn-Sham gap   0.2699 hartree
Highest occupied orbital energy   -0.1377 Eh
Net charge   -1
Electronic energy   -347.6356 Eh
Energy above the lowest of the compared OMol25 structures with the same formula, charge and spin   36.9 kJ/mol
2S+1   1

=====

(5)
Here is the molecule C6H10FN from the OMol25 dataset. Energies are from ωB97M-V/def2-TZVPD.

The geometry in XYZ format:
```
18
Properties=species:S:1:pos:R:3:forces:R:3:nbo_charge:R:1
C 1.2333 1.4676 -1.2551 -0.8 -0.2 -0.9 -0.6386
C 0.2326 0.7903 -0.3433 0.7 -0.5 -0.1 0.3767
F -0.6407 1.7760 0.1249 -0.2 0.3 0.2 -0.3814
C 0.8416 0.1166 0.9057 0.0 -0.3 -0.3 -0.4599
C -0.1663 -0.9720 1.2788 0.1 0.1 0.4 -0.0818
N -0.0898 -2.2203 0.5325 -0.2 -0.2 0.1 -0.5755
C -1.0513 -1.2139 0.1075 -0.9 -0.1 0.2 -0.0779
C -0.6405 -0.2729 -1.0156 -0.4 0.1 0.6 -0.4634
H 1.7764 2.2212 -0.7315 0.4 0.6 0.4 0.2202
H 0.6998 1.9429 -2.1027 0.3 -0.2 0.4 0.2195
H 1.9453 0.7619 -1.6813 0.0 -0.1 0.1 0.2138
H 0.9509 0.8677 1.6804 0.1 0.1 0.2 0.2361
H 1.8501 -0.3098 0.6871 -0.7 0.3 0.1 0.2104
H -0.5199 -1.0831 2.3103 0.2 0.2 -0.4 0.2091
H 0.7084 -2.2317 -0.0800 0.4 0.0 -0.2 0.3365
H -2.1102 -1.5160 0.2324 0.8 0.3 -0.2 0.2083
H -1.5056 0.2231 -1.4549 0.1 -0.1 -0.2 0.2371
H -0.0970 -0.8127 -1.7795 0.1 -0.1 -0.4 0.2110
```
Forces are in eV/Å.

Computed properties:
Lowest unoccupied orbital energy   0.0354 hartree
Kohn-Sham gap   0.3817 hartree
Highest occupied orbital energy   -0.3463 Eh
Electronic energy   -389.2146 Eh
Structure (SMILES)   C[C@]1(F)C[C@@H]2N[C@@H]2C1
Energy above the lowest of the compared OMol25 structures with the same formula, charge and spin   0.0 kJ/mol
2S+1   1

=====

(6)
Here is a cluster of 2 separate species, C6H12N2O in total from the OMol25 dataset. Energies are from ωB97M-V/def2-TZVPD.

The geometry in XYZ format:
```
21
Properties=species:S:1:pos:R:3:forces:R:3:lowdin_spin:R:1
C -1.6246 1.3795 -2.5063 0.0 -0.5 -0.4 0.0091
C -1.5338 0.7531 -1.1571 0.2 -0.1 -0.3 0.0075
C -1.2068 -0.5313 -0.8144 -0.1 -0.3 -0.3 0.0857
C -1.4850 0.6863 0.9778 0.5 0.5 -0.3 0.1041
N -1.6858 1.5082 -0.0325 -0.1 0.2 0.4 0.0023
N -1.1716 -0.5483 0.5443 -0.3 -0.1 0.6 0.0506
H -0.6416 1.5353 -2.9474 0.2 0.2 0.1 0.0030
H -2.1465 2.3281 -2.4536 -0.1 0.1 0.0 0.0002
H -0.9801 -1.4180 -1.3891 -0.1 0.2 0.0 0.0382
H -1.3548 1.0067 1.9965 -0.4 -0.3 0.2 0.0396
H -1.0646 -1.3536 1.1631 0.2 -0.1 -0.1 0.1520
H -2.1358 0.7250 -3.2154 -0.2 0.0 0.0 0.0027
C 2.2919 -0.3756 1.0713 -0.2 -0.2 -0.9 0.0817
C 2.5504 -1.6655 1.8348 0.0 -0.4 0.3 0.2164
O 2.5681 -0.5439 -0.3392 0.2 0.2 0.1 0.0396
H 1.2418 -0.0943 1.0483 0.1 0.0 0.4 0.0100
H 2.8766 0.4627 1.4472 0.0 0.1 0.2 0.0130
H 3.3859 -1.5957 2.5376 0.1 0.0 -0.1 0.0254
H 3.5177 -0.4765 -0.4772 0.0 -0.1 0.1 0.0163
H 2.7657 -2.4546 1.1113 0.1 0.1 0.0 0.0218
H 1.7097 -2.0615 2.4217 -0.2 0.4 -0.1 0.0808
```
Forces are in eV/Å.

Computed properties:
Lowest unoccupied orbital energy (spin up / spin down)   0.1399 / 0.1393 hartree
Kohn-Sham gap (spin up / spin down)   0.0986 / 0.3288 hartree
Expectation value of S²   0.7503
Highest occupied orbital energy (spin up / spin down)   0.0413 / -0.1895 Eh
Net charge   -1
Electronic energy   -420.5120 Eh
Energy above the lowest of the compared OMol25 structures with the same formula, charge and spin   21.1 kJ/mol
2S+1   2